Formula: C34H35Cl5N2O4SSiY
Source: OMol25
Level of theory: ωB97M-V with the def2-TZVPD basis set

Geometry as XYZ:
```
83
C34H35Cl5N2O4SSiY, DFT ωB97M-V with the def2-TZVPD basis set
Y -0.158 0.400 0.013
O 0.224 2.413 -4.410
C 0.977 3.438 -3.959
C 1.067 4.573 -4.765
C 1.837 5.648 -4.367
C 2.530 5.613 -3.158
C 2.440 4.485 -2.360
C 1.668 3.384 -2.740
C 1.552 2.181 -1.858
O 0.672 1.268 -2.159
N 2.343 2.151 -0.821
N 2.092 1.032 -0.022
C 3.058 0.617 0.696
C 2.973 -0.559 1.556
C 3.934 -0.718 2.563
C 3.920 -1.796 3.422
C 2.920 -2.764 3.256
C 1.982 -2.651 2.251
C 1.973 -1.551 1.364
O 1.082 -1.473 0.417
H 0.244 1.733 -3.697
H 0.516 4.585 -5.698
H 1.894 6.527 -5.001
H 3.126 6.460 -2.840
H 2.958 4.429 -1.411
H 4.001 1.162 0.642
H 4.694 0.052 2.672
H 4.658 -1.889 4.209
H 2.879 -3.615 3.928
H 1.204 -3.398 2.121
Cl -2.027 -2.058 1.177
C -1.420 -1.155 2.569
C -0.685 -0.026 2.281
C -0.209 0.678 3.369
Cl 0.773 2.090 3.036
C -0.451 0.305 4.687
Cl 0.172 1.241 6.002
C -1.205 -0.844 4.930
Cl -1.522 -1.344 6.556
C -1.696 -1.590 3.858
Cl -2.612 -3.035 4.132
C -2.372 3.352 -1.740
Si -2.000 2.469 -0.093
C -3.737 2.017 0.544
C -1.482 3.928 1.017
C -2.160 4.296 2.184
C -1.689 5.311 3.017
C -0.522 5.992 2.693
C 0.167 5.653 1.530
C -0.308 4.634 0.713
H -3.128 4.133 -1.592
H -2.745 2.647 -2.494
H -1.472 3.824 -2.157
H -4.419 2.880 0.523
H -3.709 1.623 1.568
H -4.165 1.231 -0.091
H -3.070 3.772 2.462
H -2.230 5.564 3.923
H -0.149 6.777 3.341
H 1.081 6.175 1.267
H 0.264 4.368 -0.177
C -2.557 -3.764 -1.992
C -1.246 -4.099 -2.702
C -0.025 -3.349 -2.187
S 0.104 -1.589 -2.430
O -1.111 -0.967 -1.720
C -0.216 -1.451 -4.187
C -1.697 -1.336 -4.553
C -2.268 0.071 -4.387
H -3.393 -4.290 -2.458
H -2.768 -2.692 -2.006
H -2.511 -4.072 -0.942
H -1.347 -3.962 -3.781
H -1.026 -5.160 -2.558
H 0.903 -3.723 -2.635
H 0.084 -3.430 -1.097
H 0.264 -2.334 -4.621
H 0.341 -0.566 -4.508
H -2.284 -2.046 -3.966
H -1.789 -1.646 -5.596
H -2.176 0.417 -3.356
H -3.328 0.088 -4.653
H -1.748 0.787 -5.029
```

Results
strongest force on any atom = 2.538 eV/Å
molar mass = 862.0 g/mol
energy above the lowest of the compared OMol25 structures with the same formula, charge and spin = 64.8 kJ/mol
DFT total energy = -129369.8925 eV
orbital gap = 6.26 eV
multiplicity = 1
HOMO = -4.26 eV
LUMO level = 0.0736 hartree
net charge = -1